Below is a molecular structure, C47H32IN5O2PSc, with properties calculated with the ωB97M-V functional and the def2-TZVPD basis.

```
89
C47H32IN5O2PSc, DFT the ωB97M-V functional and the def2-TZVPD basis
Sc 0.06232 0.09167 0.16133
C 2.36231 0.67815 -3.83831
C 1.39621 0.61379 -4.83693
C 0.06959 0.61058 -4.47470
C -0.29174 0.67938 -3.11827
N 0.65459 0.70099 -2.15233
C 1.94109 0.70487 -2.52839
N -1.64514 0.71144 -2.86176
C -2.14061 1.05637 -1.71930
N -1.46668 1.43156 -0.59554
C -2.37274 1.76520 0.37152
N -2.12955 2.18929 1.56824
C -0.85608 2.43851 2.02841
C -0.77167 3.07702 3.27702
C 0.44663 3.49378 3.75729
C 1.58341 3.29203 2.97708
C 1.43824 2.61294 1.78988
N 0.26829 2.15078 1.32679
C -3.74194 1.60348 -0.16357
C -4.98878 1.82778 0.38245
C -6.09675 1.59500 -0.42634
C -5.95034 1.15814 -1.73935
C -4.68997 0.93639 -2.28652
C -3.59601 1.16095 -1.47721
H 3.41703 0.67746 -4.07378
H 1.68268 0.55739 -5.87915
H -0.72826 0.57014 -5.20142
H 2.66402 0.72966 -1.71922
H -1.69087 3.23633 3.82068
H 0.52142 3.98522 4.71855
H 2.55631 3.63990 3.29342
H 2.30067 2.42615 1.15924
H -5.08923 2.16655 1.40535
H -7.09058 1.76253 -0.03124
H -6.83309 0.99166 -2.34352
H -4.56636 0.59957 -3.30778
C 2.23535 -3.28332 -5.46764
C 2.98339 -2.90995 -4.35985
C 2.35179 -2.61382 -3.16400
C 0.96286 -2.70144 -3.05174
C 0.21969 -3.07472 -4.16955
C 0.85521 -3.36222 -5.36928
P 0.20348 -2.27450 -1.43097
C -1.33287 -3.28238 -1.51701
C -1.50819 -4.55231 -0.98237
C -2.70412 -5.23535 -1.17420
C -3.74228 -4.64948 -1.87765
C -3.59164 -3.36234 -2.37998
C -2.39747 -2.68515 -2.20002
C 1.35002 -3.20392 -0.34700
C 1.64828 -4.51885 -0.62263
C 2.50031 -5.25606 0.21319
C 3.05171 -4.65734 1.31029
C 2.82284 -3.29179 1.58697
C 3.45426 -2.66915 2.68797
C 3.32089 -1.32669 2.87085
C 2.54993 -0.56075 1.97189
C 1.83557 -1.09128 0.91264
C 1.97870 -2.51595 0.73527
H 2.73062 -3.52201 -6.40046
H 4.06318 -2.85752 -4.42972
H 2.93567 -2.33269 -2.29511
H -0.85636 -3.14708 -4.10152
H 0.26882 -3.66352 -6.22866
H -0.72612 -5.01502 -0.39883
H -2.81945 -6.22872 -0.75789
H -4.67098 -5.18693 -2.02554
H -4.40928 -2.88634 -2.90765
H -2.28344 -1.67642 -2.58399
H 1.23051 -4.99113 -1.50364
H 2.71163 -6.29364 -0.01367
H 3.70587 -5.21548 1.97091
H 4.04710 -3.27534 3.36355
H 3.80316 -0.83730 3.70935
H 2.52535 0.50525 2.16344
I -4.41673 -6.13002 4.48788
C -3.43443 -4.52800 3.54006
C -3.87095 -4.11361 2.29223
C -3.22077 -3.06174 1.66825
C -2.15710 -2.42685 2.29804
C -1.73603 -2.84966 3.55321
C -2.36955 -3.91092 4.17819
C -1.45332 -1.31045 1.61264
O -0.65063 -0.56341 2.21789
O -1.65077 -1.14293 0.36426
H -4.69600 -4.61134 1.80172
H -3.53241 -2.72231 0.68873
H -0.90508 -2.34398 4.02856
H -2.03485 -4.25027 5.14861
```

Output
**LUMO energy**: -0.64 eV
**HOMO**: -7.7 eV
**Electronic energy**: -98899.446 eV
**Gap between HOMO and LUMO**: 7.1 eV

Löwdin atomic charge list, values in e, 5 entries: 1.012 -0.071 -0.057 -0.003 -0.336